Formula: C2H2LiO2Pb
Source: OMol25
Level of theory: ωB97M-V/def2-TZVPD

DFT total energy in a.u.: -427.96179
HOMO level in eV: -12.6
Charge: +1
2S+1: 1

XYZ file:
```
8
C2H2LiO2Pb ωB97M-V/def2-TZVPD
C 0.3119 -0.1988 0.6530
C -0.8448 0.4277 -0.0312
O -0.8555 0.3396 -1.3789
O 1.1940 -0.7699 -0.1004
H -0.9421 1.4542 0.4024
Pb 2.0781 -0.6338 1.8339
Li 0.6544 -0.4269 -1.9780
H -1.5961 -0.1921 0.5990
```


Formula: C4H6N2O
Source: OMol25
Level of theory: ωB97M-V/def2-TZVPD

DFT total energy in a.u.: -340.73821
HOMO level in eV: -8.8
Charge: 0
2S+1: 1
SMILES: COc1cc[nH]n1

XYZ file:
```
13
C4H6N2O ωB97M-V/def2-TZVPD
C 1.3558 -1.7106 0.8719
O 0.7138 -0.5033 1.2384
C -0.0313 0.1024 0.2950
C -0.2011 1.5018 0.2462
C -1.1119 1.6871 -0.7640
N -1.3922 0.4609 -1.2567
N -0.7311 -0.5339 -0.6284
H 1.7626 -2.1281 1.7959
H 0.6602 -2.4196 0.4154
H 2.1736 -1.5002 0.1722
H 0.3530 2.2256 0.8192
H -1.5991 2.5754 -1.1415
H -1.9522 0.2424 -2.0637
```


Formula: C11H12N2O2
Source: OMol25
Level of theory: ωB97M-V/def2-TZVPD

DFT total energy in a.u.: -686.31268
HOMO level in eV: -8.3
Charge: 0
2S+1: 1
SMILES: N[C@@H](Cc1c[nH]c2ccccc12)C(=O)O

XYZ file:
```
27
C11H12N2O2 ωB97M-V/def2-TZVPD
N -0.4851 1.3675 1.7728
C -1.5311 1.1667 0.7725
C -1.5902 -0.0377 -0.0995
C -0.3622 -0.3787 -0.9336
C -0.2111 -0.0005 -2.2775
N 1.2299 -0.3470 -2.6300
C 1.8099 -1.0541 -1.6019
C 3.0777 -1.6457 -1.5145
C 3.5131 -1.9464 -0.2627
C 2.7026 -1.8676 0.9440
C 1.4353 -1.4460 0.7824
C 0.9402 -0.8917 -0.5281
C -2.9004 1.6780 1.3401
O -3.9311 1.2698 0.8866
O -2.6010 2.6704 2.2739
H 0.3129 1.7999 1.5210
H -0.3195 0.7847 2.5372
H -1.2921 1.9320 0.0376
H -2.4677 0.1909 -0.7179
H -1.8153 -0.9096 0.5258
H -0.8194 0.4012 -3.0536
H 1.6304 0.1275 -3.3973
H 3.7309 -1.5135 -2.2859
H 4.5685 -2.1563 0.0668
H 3.1376 -2.0226 1.8991
H 0.7004 -1.4220 1.5975
H -1.6261 2.6646 2.2594
```


Formula: C9H14
Source: OMol25
Level of theory: ωB97M-V/def2-TZVPD

DFT total energy in a.u.: -351.31385
HOMO level in eV: -9.0
Charge: 0
2S+1: 1
SMILES: Cc1ccccc1.CC

XYZ file:
```
23
C9H14 ωB97M-V/def2-TZVPD
C 3.4663 -0.6870 1.4270
C 2.3826 -0.0863 0.5766
C 2.5806 1.1867 0.0377
C 1.5907 1.7584 -0.7490
C 0.4040 1.1009 -1.0685
C 0.2603 -0.1921 -0.5731
C 1.2170 -0.7661 0.2425
H 3.0555 -1.1734 2.2865
H 4.1468 0.0930 1.7484
H 4.1122 -1.3978 0.9025
H 3.4905 1.7507 0.1963
H 1.8346 2.7050 -1.2241
H -0.2353 1.5044 -1.8418
H -0.6229 -0.6944 -0.9180
H 1.0774 -1.7553 0.6582
C -3.3217 0.2699 -0.2421
C -3.8391 -1.1609 -0.2001
H -2.4675 0.5377 0.3850
H -3.0320 0.7100 -1.1976
H -4.1160 0.9341 0.0719
H -4.8559 -1.1758 0.1917
H -3.8651 -1.6542 -1.1737
H -3.2629 -1.8076 0.4638
```


Formula: C5H24N2O7
Source: OMol25
Level of theory: ωB97M-V/def2-TZVPD

DFT total energy in a.u.: -841.05375
HOMO level in eV: -8.1
Charge: 0
2S+1: 1
SMILES: N/C=C/C[C@@H](N)CO.O.O.O.O.O.O

XYZ file:
```
38
C5H24N2O7 ωB97M-V/def2-TZVPD
N -0.7818 -2.3918 -0.5411
C -0.2987 -1.3012 0.2333
C -0.9747 -0.8564 1.2875
C -0.4826 0.2406 2.1617
C 0.0091 1.5503 1.4117
N -0.5720 2.7523 1.9273
C 1.4651 1.4878 1.5128
O 2.1175 2.1010 0.3733
H -0.8469 -2.1727 -1.5078
H -1.6417 -2.8545 -0.3026
H 0.6141 -0.8593 -0.0023
H -1.9486 -1.2650 1.5729
H 0.3673 -0.0538 2.9347
H -1.3458 0.5510 2.8032
H -0.2772 1.5224 0.2650
H -1.5699 2.9011 2.0173
H -0.0592 2.9921 2.7767
H 1.9293 0.4968 1.5101
H 1.8593 1.9972 2.3842
H 1.8267 3.0426 0.2609
O -0.6507 -0.4970 -3.0241
H -0.4340 -0.5590 -3.9197
H 0.1158 -0.0067 -2.6367
O -2.8612 0.1366 -1.6912
H -1.9718 -0.2608 -1.8633
H -3.2024 0.3668 -2.4931
O 1.2618 0.5575 -1.5402
H 1.5757 1.2705 -0.9207
H 1.9746 -0.1446 -1.5864
O 3.0148 -1.4147 -1.0017
H 2.7721 -2.3728 -0.9290
H 3.8992 -1.4125 -1.3326
O -3.3272 1.8342 1.2540
H -2.7882 1.5950 0.4286
H -3.9321 1.1032 1.2787
O 1.9198 -3.7368 -0.5313
H 1.0764 -3.8423 -1.0186
H 1.6694 -3.2852 0.3287
```


Formula: C23H20N5O9Pd
Source: OMol25
Level of theory: ωB97M-V/def2-TZVPD

DFT total energy in a.u.: -1966.73027
HOMO level (spin up / spin down) in eV: -11.8 / -11.8
Charge: +1
2S+1: 1

XYZ file:
```
58
C23H20N5O9Pd ωB97M-V/def2-TZVPD
Pd -0.0704 -0.2919 0.0128
C -0.1047 2.6861 2.9527
C 0.1746 1.4996 2.1046
N -0.3863 1.3634 0.9144
N -1.2917 2.1573 0.4086
C -1.7547 1.7264 -0.7786
O -1.3864 0.5992 -1.2812
C -2.7279 2.5679 -1.4641
C -3.1764 2.2129 -2.7391
C -4.1516 2.9723 -3.3547
C -4.6780 4.0841 -2.7088
C -4.2394 4.4385 -1.4384
C -3.2581 3.6922 -0.8175
C 1.0645 0.4319 2.4479
C 1.8316 0.3906 3.6169
C 2.7747 -0.6018 3.7841
C 2.9356 -1.5650 2.7919
C 2.1034 -1.5256 1.6894
N 1.1909 -0.5784 1.5335
H -0.8618 3.3097 2.4879
H 0.8048 3.2751 3.0887
H -0.4495 2.3735 3.9401
H -2.7518 1.3447 -3.2245
H -4.5173 2.7005 -4.3351
H -5.4368 4.6795 -3.1979
H -4.6741 5.2927 -0.9383
H -2.8971 3.9491 0.1664
H 1.6783 1.1484 4.3717
H 3.3800 -0.6382 4.6791
H 3.6760 -2.3452 2.8804
H 2.1451 -2.2758 0.9103
O 3.2260 -0.3493 -2.9525
C 2.1588 -0.4730 -2.3845
O 1.6573 0.1759 -1.4116
C 1.2338 -1.6044 -2.9935
C 1.3286 -1.9739 -4.3030
C 0.3154 -2.7626 -4.8494
C -0.8415 -3.0453 -4.1413
C -0.9221 -2.6768 -2.8173
C 0.2293 -2.1233 -2.1324
O 0.3655 -2.1064 -0.8626
N -2.2091 -2.7753 -2.1466
O -2.3211 -2.3523 -1.0024
O -3.1383 -3.2216 -2.7800
N 0.4659 -3.2600 -6.2238
O 1.4801 -2.9548 -6.8117
O -0.4337 -3.9535 -6.6527
H 2.1556 -1.6605 -4.9268
H -1.6719 -3.5432 -4.6224
C -2.8137 -2.1439 3.4384
C -2.4965 -0.8839 2.6538
O -1.6530 -1.2017 1.5323
H -3.4099 -1.8974 4.3162
H -1.8933 -2.6288 3.7619
H -3.3815 -2.8405 2.8207
H -1.9326 -0.1803 3.2681
H -3.4102 -0.3999 2.3016
H -2.1180 -1.8336 0.9635
```


The following maximum force values (in eV/A) correspond, in order, to the records above: 2.7 0.3 5.1 1.5 4.6 4.9.
The following energy relative to the best compared isomer or geometry (same formula, charge and spin) values (in eV) correspond, in order, to the records above: 0.6769 1.5428 2.4817 0.4447 2.5544 0.0000.